Record 1
92
Properties=species:S:1:pos:R:3:forces:R:3 method="wB97M-V/def2-TZVPD" e_lumo_ev=0.11 energy_ha=-1659.5681 de_lowest_kcal_mol=53.9 charge=0 smiles="NC(N)=O.CC(C)O.CC(C)O.CC(C)O.CC(C)O.CC(C)O.CO.CO.CO.CO"
N 0.1838 -0.8005 -1.5099 -0.6 4.2 1.3
C 0.5418 -1.6445 -2.4759 1.8 7.7 -7.4
N 0.4488 -2.8675 -2.2999 -0.5 -7.9 -0.5
O 0.8828 -1.1275 -3.7219 -1.2 -2.0 5.3
H 0.1778 0.2655 -1.7499 0.3 -2.6 0.3
H -0.0072 -0.9005 -0.4839 0.1 -1.1 -1.7
H 0.4528 -3.5295 -3.1479 0.2 1.8 1.9
H -0.0612 -3.2045 -1.4849 0.2 -0.2 -0.4
C 1.8278 -0.5165 1.1821 -0.8 -1.0 -0.1
C 0.3878 -0.3605 1.6891 6.6 5.3 6.1
C -0.0532 1.0925 1.7161 -0.5 0.6 0.5
O -0.4902 -1.0365 1.1551 -7.9 -6.4 -5.0
H 2.5108 0.0515 1.7521 0.5 1.1 0.7
H 1.9418 -0.2875 0.1451 0.0 0.4 -0.6
H 2.1938 -1.5255 1.3091 -0.2 -0.6 0.0
H 0.3928 -0.7005 2.7311 0.9 0.4 0.8
H 0.1028 1.4835 0.7061 -0.5 0.2 0.1
H 0.5508 1.7005 2.4121 -0.4 -0.2 -0.2
H -1.1652 1.0775 2.0231 1.8 0.5 -0.6
H -1.3472 -1.0235 1.6771 1.2 0.2 -1.3
C 2.4118 3.7225 0.0911 -0.2 -2.1 0.4
C 1.6568 4.8395 -0.5899 7.7 4.5 3.1
C 2.4328 5.5465 -1.7009 0.5 1.3 1.1
O 0.5448 4.5775 -1.0729 -10.8 -2.0 -2.9
H 2.5178 2.7135 -0.4029 -0.3 1.2 -0.2
H 1.9578 3.4265 1.0601 0.1 0.5 -0.4
H 3.4118 4.0565 0.2711 0.6 0.3 0.3
H 1.5298 5.6165 0.1881 0.4 -0.2 0.4
H 3.3388 5.9585 -1.3179 1.1 0.0 0.1
H 1.9538 6.4195 -2.1709 -0.6 -0.4 0.5
H 2.5898 4.8575 -2.4579 0.7 -1.3 -1.6
H -0.1042 5.3275 -0.9959 1.0 -1.4 -0.3
C -1.5012 -5.3785 1.5201 1.0 -0.2 0.9
C -0.8382 -4.2755 0.6871 2.7 0.9 10.1
C 0.6808 -4.1425 0.9741 0.6 -0.3 0.0
O -0.8892 -4.4275 -0.5219 -4.9 -2.8 -12.2
H -1.2322 -6.4205 1.2941 0.5 0.4 -0.2
H -2.5552 -5.3475 1.4391 -1.4 0.2 -0.4
H -1.3032 -5.2045 2.5841 0.1 -0.1 -0.1
H -1.2732 -3.3375 0.9731 -0.6 0.9 0.8
H 0.8348 -3.6615 1.9081 0.2 0.5 1.0
H 1.3288 -3.6255 0.2251 -1.2 0.0 0.3
H 1.1588 -5.1125 1.0341 -0.1 -0.5 0.1
H -1.8832 -4.6085 -0.7869 2.8 0.6 0.1
C -3.8742 -2.8185 2.4111 1.0 -2.0 -0.1
C -3.2812 -1.6155 2.9971 -0.5 -3.9 8.2
C -1.9752 -1.9545 3.7351 0.5 0.2 1.1
O -3.0152 -0.7165 2.1741 1.1 7.5 -7.1
H -3.3902 -3.7275 2.8471 -0.6 0.5 -0.7
H -3.7952 -2.7505 1.3371 0.4 -0.4 -0.5
H -4.8892 -2.8475 2.6021 -2.2 -0.3 0.5
H -3.9282 -1.1355 3.7441 -0.4 -0.7 0.5
H -1.4112 -2.5375 3.0371 0.7 -0.7 -0.3
H -2.1852 -2.5715 4.6251 0.1 0.2 -0.4
H -1.2882 -1.1075 4.0681 -1.3 -0.7 -0.5
H -3.8362 -0.2295 1.9631 0.8 -0.1 -0.5
C 4.2098 0.4245 -4.1179 -2.1 -1.0 -0.4
C 4.9428 -0.1065 -2.9089 -1.6 9.7 0.7
C 4.2668 0.2225 -1.5929 -0.4 1.2 0.9
O 5.1258 -1.3165 -2.8679 1.4 -11.9 0.2
H 4.7638 0.3495 -5.0359 0.4 -0.5 -0.4
H 3.9098 1.4435 -4.0659 0.1 1.2 0.5
H 3.2338 -0.0975 -4.2119 0.5 -0.1 -0.2
H 5.8698 0.4745 -2.9709 0.7 0.0 0.5
H 3.2778 -0.2905 -1.4199 0.9 0.3 -0.6
H 4.0888 1.2745 -1.6539 -0.5 0.9 0.7
H 4.9398 0.0205 -0.7209 -0.5 0.1 -0.7
H 4.5278 -1.7155 -2.1879 1.0 0.0 -1.3
C 1.3688 2.2285 -2.8819 0.0 0.6 0.2
O 0.4138 2.0345 -1.7339 1.6 0.7 -1.3
H 2.4418 2.4585 -2.6129 -1.2 -0.6 0.4
H 1.1218 3.0935 -3.5219 -0.6 -0.1 0.5
H 1.3568 1.3625 -3.5639 -0.2 -0.1 0.9
H 0.4058 2.8575 -1.1739 0.0 -0.9 -1.2
C -2.7052 2.0405 -0.2109 2.6 -1.1 -0.1
O -3.5842 2.6535 -1.0719 -1.7 0.2 0.2
H -3.1182 1.5865 0.6991 -0.5 0.4 -0.5
H -1.9072 2.7075 0.0891 0.1 0.6 0.6
H -2.1072 1.2645 -0.7399 -0.5 0.1 0.4
H -3.0872 2.9725 -1.8139 0.3 0.2 -0.6
C -2.4242 2.7595 3.7211 0.7 1.1 1.7
O -2.9382 1.4555 4.0001 0.7 0.6 0.2
H -1.2622 2.9185 3.7901 -2.1 -0.7 -0.3
H -2.8582 3.4725 4.4751 0.4 -0.9 -0.4
H -2.8452 3.0935 2.7941 0.3 0.3 -0.9
H -2.5472 0.8705 3.3481 0.0 -0.3 0.0
C -3.3862 -0.9385 -1.3699 1.5 0.4 -1.1
O -2.4952 -1.6205 -2.2969 -1.1 -0.3 0.8
H -4.2692 -1.5355 -1.1939 -0.2 -0.2 -0.1
H -3.6432 0.0215 -1.8759 -0.2 -0.5 0.9
H -2.8512 -0.7765 -0.4099 -0.5 0.1 -0.5
H -1.6042 -1.3175 -2.0879 0.1 0.2 0.0

***

Record 2
96
Properties=species:S:1:pos:R:3:forces:R:3 method="wB97M-V/def2-TZVPD" e_lumo_ev=-0.24 energy_ha=-1878.7236 de_lowest_kcal_mol=150.1 charge=0 smiles="NC(N)=O.NC(N)=O.NC(N)=O.CC(C)O.CC(C)O.CC(C)O.CC(C)O.CC(C)O.CO.CO"
N -16.3470 -8.0810 -25.9540 3.7 -1.5 -2.9
C -16.7290 -7.5190 -24.8450 4.7 -0.1 6.9
N -17.9690 -7.1370 -24.9170 -3.3 0.6 -1.0
O -15.9810 -7.4140 -23.6990 -3.4 -0.4 -5.6
H -15.3380 -8.3010 -25.9770 -0.9 0.1 0.1
H -16.6930 -7.7680 -26.8830 0.1 -0.2 1.1
H -18.4120 -6.9910 -24.0580 -0.7 0.5 1.4
H -18.5890 -7.5660 -25.6430 0.5 0.7 1.1
N -20.0640 0.9010 -25.9290 -0.4 3.7 2.0
C -19.7020 -0.3120 -26.1880 -1.1 -7.0 1.5
N -18.9010 -0.3990 -27.2670 1.4 0.9 -2.0
O -20.1990 -1.4340 -25.5030 2.6 5.6 -3.2
H -20.6200 1.0010 -25.0920 -0.2 0.0 -0.1
H -19.3840 1.6850 -26.0280 -0.8 -1.2 -0.2
H -19.0030 0.3580 -28.0330 0.4 -1.4 2.2
H -18.3880 -1.2360 -27.6670 -0.5 0.9 1.0
N -21.6130 -2.8380 -27.4510 -2.9 -2.7 2.8
C -21.5780 -2.4180 -28.7100 -4.7 -1.7 -5.6
N -20.7090 -1.4450 -28.8450 1.2 2.5 -4.1
O -22.4090 -2.8620 -29.7720 4.3 2.1 5.8
H -22.5350 -3.3030 -27.1680 1.8 1.0 -0.8
H -21.1440 -2.3540 -26.6400 -0.2 0.0 -1.1
H -20.6590 -0.9410 -29.8160 -0.1 -1.7 2.7
H -19.9710 -1.2820 -28.1500 -1.2 -0.2 -0.9
C -22.2120 -6.2850 -28.9130 -1.2 2.3 0.6
C -22.6840 -5.9190 -27.4500 -4.8 -3.2 -3.9
C -23.4470 -7.1730 -26.8360 -0.4 1.1 -0.8
O -21.7560 -5.5870 -26.6140 3.9 0.3 3.5
H -21.4740 -5.6010 -29.3580 -0.3 0.1 0.4
H -23.1280 -6.1810 -29.5020 0.2 -0.1 -0.2
H -21.8570 -7.2630 -29.0250 0.5 -1.6 0.2
H -23.4480 -5.0940 -27.5060 0.3 -0.6 -0.4
H -22.8240 -8.0510 -26.6150 0.1 0.5 -0.2
H -24.3010 -7.4810 -27.4970 0.8 0.3 0.6
H -23.8240 -6.7830 -25.8920 -0.4 -0.4 0.1
H -21.3900 -4.7650 -26.9100 0.8 1.1 -0.2
C -17.7470 -3.6550 -23.4980 -0.1 0.1 -2.8
C -17.2520 -2.2320 -23.3120 6.3 -5.5 -4.8
C -16.9030 -1.6480 -24.6850 1.6 0.0 0.2
O -17.9570 -1.4860 -22.6170 -5.7 5.6 5.5
H -18.6220 -3.6220 -24.1910 0.5 -0.1 0.5
H -18.0810 -4.0150 -22.5980 -0.8 -1.0 2.4
H -17.0150 -4.3810 -23.9290 -0.4 0.9 0.4
H -16.3130 -2.3490 -22.7340 0.1 0.1 -0.5
H -17.6920 -1.7020 -25.4050 -0.8 0.2 -0.1
H -16.1000 -2.2320 -25.1350 0.2 -0.1 0.1
H -16.5070 -0.6310 -24.5560 -0.3 -0.1 -0.2
H -18.8500 -1.3660 -22.9390 -0.4 -0.1 -0.3
C -20.5770 -5.8350 -23.2870 0.9 0.9 -0.7
C -21.8290 -4.9640 -23.2790 5.4 2.9 3.8
C -21.5890 -3.5600 -23.8150 -0.2 0.5 1.3
O -22.7290 -5.5350 -23.9450 -5.8 -3.7 -5.3
H -20.1410 -5.6910 -24.3070 -0.3 -0.8 0.6
H -20.8290 -6.8430 -22.9950 -0.2 -0.5 -0.5
H -19.8070 -5.5380 -22.5970 0.3 0.5 0.4
H -22.1360 -4.8940 -22.2520 -0.3 0.2 0.8
H -20.7470 -3.0800 -23.3140 0.3 0.0 -0.5
H -22.4500 -2.9470 -23.5470 -0.2 0.0 -0.1
H -21.5470 -3.5710 -24.8940 0.5 0.0 -0.2
H -22.4000 -5.5950 -24.8790 -0.6 -0.2 0.7
C -17.3620 -8.2910 -29.9700 -2.2 0.3 -1.3
C -17.3550 -6.9020 -29.4410 -1.8 0.4 -7.2
C -18.7160 -6.1870 -29.6790 0.3 -0.7 -1.4
O -17.0250 -6.7810 -28.2310 1.8 0.8 7.8
H -18.2660 -8.8050 -29.5950 0.4 -0.1 -0.4
H -16.5040 -8.8510 -29.7430 1.3 -0.7 0.3
H -17.4440 -8.1190 -31.0760 0.0 -0.8 0.9
H -16.5320 -6.4020 -29.9560 -0.2 0.4 -1.4
H -18.6150 -5.1340 -29.4320 -0.3 0.1 0.2
H -19.5370 -6.6910 -29.1640 0.3 0.2 0.6
H -19.0650 -6.2650 -30.7150 0.4 0.2 -0.1
H -16.8900 -5.8300 -28.1010 -0.1 -0.3 1.3
C -19.1790 -10.0700 -25.9460 0.4 -1.5 -0.4
C -19.5440 -9.0750 -27.0360 1.1 -6.8 -2.9
C -20.6030 -9.5050 -28.0370 1.3 -2.9 -1.0
O -20.0500 -8.0980 -26.4610 -4.3 10.0 4.4
H -18.7930 -11.0170 -26.3490 0.0 0.3 -0.1
H -20.0060 -10.3400 -25.3140 -0.6 0.1 0.2
H -18.3880 -9.6930 -25.3080 0.1 0.2 0.0
H -18.6110 -8.8230 -27.4610 1.3 0.0 -1.5
H -20.4200 -10.5680 -28.2160 0.0 0.0 -0.9
H -20.6410 -8.9500 -28.9570 0.6 0.2 -0.6
H -21.6210 -9.5130 -27.7400 -0.8 0.4 1.3
H -20.4850 -7.4570 -27.0910 0.6 -0.7 1.2
C -18.9610 -4.4450 -26.7000 0.3 1.7 -0.8
O -17.6730 -4.8500 -26.2980 -0.2 0.8 -1.2
H -18.9680 -3.3950 -27.0720 0.7 -0.8 -0.4
H -19.6260 -4.2440 -25.9110 -0.8 -0.5 1.7
H -19.4780 -5.0720 -27.4190 0.4 -0.3 -0.2
H -17.7910 -5.6730 -25.8060 0.0 -0.3 0.5
C -16.4280 -2.8720 -28.2450 1.5 2.0 -0.4
O -17.5820 -2.1990 -28.7130 -0.4 0.3 -0.4
H -16.5130 -3.8560 -28.6000 0.4 -1.5 -0.1
H -16.2910 -2.7920 -27.1690 -0.6 -0.2 -0.1
H -15.5610 -2.3320 -28.6990 -0.2 -0.8 0.3
H -17.5380 -2.2340 -29.6780 -0.3 0.1 0.3

***

Computed values of HOMO-LUMO gap (unit: eV) for the preceding records, in sequence: 8.41 8.65.